[1]
Here is a cluster of 18 separate species, BF4H34O17 in total from the OMol25 dataset. Energies are from ωB97M-V with the def2-TZVPD basis set.

Structure (XYZ):
```
56
Properties=species:S:1:pos:R:3:lowdin_charge:R:1
F -0.85318 1.07819 0.11073 0.1486
F 1.29884 0.85725 -0.54531 0.1379
F -0.23343 -0.66991 -1.15555 0.1575
F 0.42140 -0.55760 1.03674 0.1519
O -0.31623 -1.16846 3.79778 0.0024
O -2.13315 -2.70678 -0.96431 -0.0608
O -2.04704 -1.58058 -3.37538 -0.0670
O -0.70997 -3.03340 1.54367 -0.0458
O 0.22392 3.40936 1.75770 -0.0272
O 2.07111 2.41410 -2.59267 -0.0391
O 2.27674 -1.19567 3.03268 -0.0379
O -1.62204 1.09018 2.53214 -0.0377
O 4.07850 0.94995 -0.93364 -0.0451
O -2.81607 -1.04855 1.36003 -0.0542
O -3.57179 0.01504 -1.27230 -0.0393
O 0.34657 0.27417 -3.93670 -0.0474
O 2.71281 1.58165 1.95041 -0.0298
O -1.45460 2.03436 -2.34326 -0.0265
O -1.99137 4.25760 0.41645 -0.0682
O 1.28136 -2.65542 -1.33453 -0.0279
O 3.08453 -1.52559 0.26049 -0.0228
B 0.15106 0.16733 -0.12515 -1.2977
H -0.49556 -2.09639 1.49101 -0.0033
H 1.35992 -1.06060 3.18325 -0.0378
H 1.99922 2.26116 -1.68724 -0.0429
H 3.25413 0.53541 -0.83117 -0.0455
H 1.42815 -2.51820 -2.24713 0.0328
H -0.10577 -0.96977 4.68395 0.0572
H -1.57115 -2.29314 -3.85350 0.0584
H 1.36441 1.87744 -2.96620 -0.0064
H -4.32235 -0.35516 -1.77528 0.0743
H -3.19069 -0.59497 0.55424 0.0396
H -1.22573 3.95254 0.92092 -0.0295
H -1.16681 1.69590 -1.45616 0.0272
H 0.56634 -1.99116 -1.25133 0.0048
H 2.94222 2.28926 1.33101 0.0475
H -2.49751 3.45532 0.34095 0.0149
H -1.86472 -2.28582 -0.13230 0.0096
H 2.64417 -1.41532 1.10273 -0.0096
H -0.02330 -3.54713 1.10100 0.0570
H -2.04210 -1.92871 -2.48993 -0.0520
H -2.80751 -0.27978 -1.77124 -0.0010
H -1.02696 2.85055 -2.44207 0.0212
H 0.43619 2.95608 2.55796 0.0397
H -0.40711 0.61167 -3.45627 -0.0093
H 2.41179 -1.77105 -0.29879 -0.0755
H 4.59320 0.33050 -1.46176 0.0429
H -1.57829 -3.50287 -1.02319 0.0671
H -1.11570 0.40790 2.96918 -0.0004
H -0.47922 -2.09008 3.78201 0.0493
H 2.82053 -1.03233 3.81531 0.0640
H -2.30451 -0.33885 1.69241 -0.0506
H 2.03274 1.05971 1.57711 -0.0285
H -1.13244 1.19868 1.70885 -0.0070
H 0.33056 -0.67345 -4.05528 0.0164
H 0.97591 3.27545 1.16693 0.0515
```

Values from the calculation:
strongest force on any atom	3.5	eV Å⁻¹
ΔE to the lowest compared entry with this formula, charge and spin	0.0	kJ/mol
HOMO level	-0.27004	Ha
charge	-1

[2]
Here is a cluster of 2 separate species, C5H13NO2 in total from the OMol25 dataset. Energies are from ωB97M-V with the def2-TZVPD basis set.

Structure (XYZ):
```
21
Properties=species:S:1:pos:R:3:lowdin_charge:R:1
O 2.03353 -1.27823 -1.69761 -0.2437
O 1.27515 1.46612 -2.36776 -0.1134
N 0.05677 -1.14684 1.34334 -0.0743
C -2.53272 1.62435 0.85944 -0.1253
C 1.11763 -0.57134 0.50534 -0.3019
C -1.75541 0.32397 0.53993 -0.2500
C 1.04170 -1.08629 -0.92559 -0.4894
C -0.94110 -0.14106 1.76676 -0.2834
H 1.67198 0.57824 -2.22255 -0.0062
H -2.50503 -0.41747 0.28158 0.1014
H -1.59984 -0.53262 2.55892 0.1030
H 0.51921 -1.43710 2.20575 0.0852
H -1.81755 2.39263 1.19907 0.0680
H 0.97572 1.76342 -1.50443 -0.0067
H 2.12134 -0.82231 0.90075 0.1008
H 0.01484 -1.28373 -1.31540 0.0695
H -3.18937 1.81763 0.02978 0.0545
H -0.97513 0.53539 -0.20477 0.0841
H -0.50778 0.76052 2.21210 0.0921
H -3.08652 1.41116 1.77933 0.0571
H 1.27234 0.52206 0.44301 0.0786
```

Values from the calculation:
strongest force on any atom	2.5	eV Å⁻¹
multiplicity	2
ΔE to the lowest compared entry with this formula, charge and spin	170.2	kJ/mol
HOMO level (spin up / spin down)	0.00886 / -0.12452	Ha
charge	-1

The following total energy values (in eV) correspond, in order, to the records above: -46916.3843 -10979.1704.